Molecular formula: C41H58BrMnN2O4
Method: DFT, ωB97M-V/def2-TZVPD

```
107
Properties=species:S:1:pos:R:3:lowdin_charge:R:1
Mn -1.11 -0.34 0.49 0.94
C 0.95 -2.79 1.03 -0.08
N 0.77 -1.78 -0.02 -0.29
C 0.50 -2.44 -1.29 -0.08
C 1.97 -0.94 -0.10 -0.17
C 1.76 0.34 -0.91 -0.14
N 0.64 1.14 -0.44 -0.18
C 1.01 2.10 0.62 -0.14
C 1.73 1.55 1.82 -0.15
C 2.98 2.01 2.15 -0.01
C 3.65 1.58 3.30 -0.19
C 2.95 0.69 4.11 0.00
C 1.67 0.20 3.84 -0.09
C 1.06 0.58 2.62 -0.32
O -0.04 0.06 2.18 -0.17
C 1.04 -0.72 4.89 -0.53
C -0.43 -1.09 4.64 -0.06
C 1.08 -0.01 6.26 -0.06
C 1.85 -2.02 5.00 -0.05
C 5.05 2.09 3.61 -0.56
C 6.00 1.75 2.45 -0.06
C 5.02 3.61 3.80 -0.06
C 5.63 1.47 4.88 -0.07
C -0.01 1.91 -1.52 -0.14
C -0.41 1.14 -2.74 -0.15
C 0.08 1.50 -3.98 -0.01
C -0.38 0.91 -5.16 -0.19
C -1.39 -0.04 -5.03 0.01
C -1.92 -0.44 -3.80 -0.09
C -1.37 0.11 -2.61 -0.33
O -1.73 -0.31 -1.44 -0.18
C -3.10 -1.41 -3.72 -0.53
C -4.26 -0.70 -2.99 -0.04
C -3.61 -1.84 -5.10 -0.08
C -2.73 -2.68 -2.94 -0.05
C 0.21 1.33 -6.50 -0.57
C -0.39 0.54 -7.67 -0.08
C -0.06 2.82 -6.75 -0.06
C 1.73 1.09 -6.50 -0.06
H 1.80 -3.46 0.81 0.09
H 0.04 -3.39 1.11 0.09
H 1.12 -2.29 1.98 0.06
H 1.36 -3.05 -1.60 0.09
H 0.30 -1.70 -2.07 0.08
H -0.37 -3.07 -1.20 0.08
H 2.80 -1.50 -0.54 0.13
H 2.26 -0.69 0.92 0.11
H 1.58 0.09 -1.95 0.11
H 2.71 0.91 -0.88 0.13
H 0.07 2.57 0.95 0.13
H 1.63 2.90 0.18 0.12
H 3.45 2.73 1.49 0.11
H 3.43 0.36 5.03 0.09
H -1.06 -0.21 4.53 0.09
H -0.78 -1.68 5.49 0.08
H -0.56 -1.69 3.74 0.07
H 0.52 0.93 6.21 0.09
H 2.09 0.22 6.58 0.07
H 0.61 -0.64 7.02 0.08
H 1.83 -2.57 4.05 0.07
H 1.42 -2.67 5.77 0.08
H 2.89 -1.83 5.25 0.07
H 5.66 2.20 1.52 0.07
H 6.04 0.67 2.30 0.09
H 7.01 2.11 2.65 0.08
H 4.64 4.11 2.90 0.07
H 6.02 4.00 4.00 0.08
H 4.36 3.88 4.63 0.09
H 5.69 0.38 4.81 0.08
H 5.03 1.72 5.76 0.08
H 6.64 1.85 5.05 0.08
H 0.65 2.74 -1.83 0.12
H -0.90 2.36 -1.07 0.13
H 0.82 2.29 -4.03 0.11
H -1.80 -0.48 -5.92 0.08
H -4.58 0.18 -3.56 0.09
H -3.96 -0.38 -2.00 0.08
H -5.11 -1.38 -2.90 0.08
H -3.94 -0.98 -5.70 0.08
H -4.47 -2.50 -4.97 0.08
H -2.85 -2.38 -5.66 0.08
H -2.45 -2.43 -1.92 0.06
H -1.91 -3.20 -3.43 0.09
H -3.59 -3.35 -2.91 0.08
H -1.46 0.71 -7.76 0.08
H -0.22 -0.53 -7.55 0.08
H 0.08 0.86 -8.60 0.08
H -1.14 3.01 -6.76 0.09
H 0.36 3.14 -7.70 0.08
H 0.38 3.43 -5.96 0.07
H 1.95 0.04 -6.34 0.09
H 2.22 1.66 -5.71 0.07
H 2.17 1.40 -7.46 0.08
Br -8.07 1.11 3.31 0.69
C -6.82 -0.30 3.04 -0.68
C -7.16 -1.58 3.44 -0.14
C -6.24 -2.60 3.25 -0.08
C -5.02 -2.34 2.65 -0.02
C -4.70 -1.05 2.25 -0.12
C -5.60 -0.02 2.45 -0.06
C -3.36 -0.76 1.61 -0.62
O -3.07 0.43 1.34 -0.03
O -2.61 -1.74 1.36 -0.06
H -8.12 -1.77 3.91 0.09
H -6.49 -3.61 3.56 0.10
H -4.29 -3.13 2.48 0.11
H -5.33 0.98 2.14 0.11
```

The HOMO energy (spin up / spin down) comes out at -0.1642 / -0.1706 hartree. The calculation puts the energy relative to the best compared isomer or geometry (same formula, charge and spin) at 0.0 kJ/mol. Its multiplicity is 6. The LUMO energy (spin up / spin down) comes out at 2.472 / 2.471 eV. As for the frontier orbital gap (spin up / spin down): 0.255 / 0.261 Ha. The charge is -1.


Molecular formula: C41H59AsBFMnN7O3P3S
Method: DFT, ωB97M-V/def2-TZVPD

```
118
Properties=species:S:1:pos:R:3:lowdin_charge:R:1
Mn -0.67 0.85 -1.02 0.77
C 0.33 4.35 2.01 -0.06
N -0.60 3.36 2.57 -0.28
C -1.28 3.77 3.81 -0.09
P -0.43 1.81 2.15 0.49
O -0.04 1.66 0.71 -0.37
O -1.88 1.14 2.41 -0.24
P -2.74 0.28 1.35 0.50
O -1.88 -0.14 0.19 -0.35
N -3.23 -1.07 2.08 -0.28
C -2.74 -2.41 1.73 -0.07
C -4.27 -1.05 3.12 -0.07
N -4.00 1.24 1.05 -0.27
C -4.68 1.00 -0.24 -0.05
C -4.14 2.60 1.59 -0.09
N 0.57 1.00 3.13 -0.27
C 0.56 -0.46 2.97 -0.09
C 0.87 1.46 4.48 -0.07
H 1.21 4.48 2.65 0.09
H -0.19 5.30 1.92 0.09
H 0.66 4.04 1.02 0.08
H -0.56 4.04 4.58 0.08
H -1.92 2.98 4.19 0.08
H -1.90 4.64 3.60 0.09
H -2.05 -2.35 0.90 0.07
H -3.58 -3.04 1.43 0.09
H -2.24 -2.88 2.58 0.09
H -4.63 -0.04 3.28 0.08
H -3.87 -1.43 4.06 0.09
H -5.12 -1.67 2.82 0.09
H -4.68 -0.06 -0.48 0.10
H -4.19 1.53 -1.05 0.05
H -5.72 1.33 -0.16 0.09
H -3.82 2.63 2.63 0.07
H -5.19 2.86 1.55 0.09
H -3.56 3.33 1.01 0.03
H 0.39 -0.73 1.92 0.06
H -0.23 -0.92 3.58 0.10
H 1.52 -0.86 3.27 0.07
H 1.06 2.53 4.50 0.07
H 1.79 0.96 4.81 0.09
H 0.08 1.21 5.19 0.10
B -3.32 -0.57 -4.49 -0.39
C -2.40 -0.09 -3.33 -0.14
N -1.72 0.26 -2.46 0.05
H -3.20 0.24 -5.39 0.03
H -4.46 -0.65 -4.05 0.02
H -2.88 -1.67 -4.81 0.02
F 0.39 1.78 -2.02 -0.40
C 2.28 -2.04 0.15 -0.39
C 1.54 -3.36 -0.05 -0.42
As 2.50 -4.98 0.58 1.30
C 4.12 -4.66 -0.47 -0.42
C 5.15 -3.78 -0.12 -0.13
C 6.22 -3.59 -0.99 -0.08
C 6.27 -4.26 -2.20 -0.09
C 5.25 -5.13 -2.55 -0.09
C 4.18 -5.33 -1.68 -0.13
C 3.02 -4.34 2.35 -0.42
C 2.08 -3.69 3.14 -0.15
C 2.38 -3.32 4.44 -0.10
C 3.63 -3.61 4.98 -0.09
C 4.56 -4.29 4.21 -0.07
C 4.26 -4.66 2.91 -0.12
P 1.59 -0.68 -0.88 1.07
C 2.83 0.64 -0.61 -0.36
C 3.30 1.44 -1.65 -0.09
C 4.20 2.47 -1.39 -0.06
C 4.62 2.72 -0.10 -0.08
C 4.14 1.95 0.95 -0.08
C 3.25 0.91 0.69 -0.10
C 1.97 -1.34 -2.53 -0.37
C 3.29 -1.53 -2.95 -0.09
C 3.56 -2.13 -4.16 -0.07
C 2.52 -2.57 -4.98 -0.07
C 1.20 -2.41 -4.57 -0.06
C 0.93 -1.80 -3.34 -0.09
H 3.32 -2.12 -0.17 0.06
H 2.28 -1.75 1.20 0.04
H 1.39 -3.56 -1.11 0.05
H 0.56 -3.35 0.42 0.05
H 5.13 -3.26 0.82 0.10
H 7.02 -2.90 -0.71 0.11
H 7.11 -4.11 -2.87 0.11
H 5.29 -5.66 -3.49 0.11
H 3.40 -6.02 -1.96 0.09
H 1.09 -3.48 2.73 0.09
H 1.63 -2.81 5.05 0.10
H 3.86 -3.32 6.00 0.10
H 5.53 -4.54 4.63 0.11
H 4.99 -5.21 2.33 0.10
H 2.96 1.26 -2.66 0.11
H 4.56 3.07 -2.21 0.11
H 5.32 3.53 0.10 0.10
H 4.46 2.14 1.97 0.10
H 2.88 0.32 1.52 0.08
H 4.11 -1.20 -2.32 0.11
H 4.59 -2.27 -4.48 0.11
H 2.73 -3.04 -5.93 0.11
H 0.38 -2.74 -5.19 0.11
H -0.10 -1.69 -3.03 0.08
C -6.07 6.21 -1.89 0.00
C -5.28 5.00 -2.29 -0.26
C -5.66 4.10 -3.22 0.04
C -4.80 3.01 -3.48 -0.27
N -3.66 2.83 -2.83 0.11
C -3.28 3.72 -1.89 -0.79
S -1.84 3.56 -1.03 0.72
N -4.10 4.79 -1.65 0.11
C -5.15 1.97 -4.51 -0.03
H -6.97 6.29 -2.49 0.09
H -5.47 7.12 -2.02 0.10
H -6.35 6.15 -0.84 0.09
H -6.60 4.21 -3.76 0.13
H -3.77 5.46 -0.97 0.14
H -5.76 2.39 -5.31 0.09
H -5.74 1.18 -4.03 0.09
H -4.25 1.52 -4.90 0.02
```

The HOMO energy (spin up / spin down) comes out at -0.3734 / -0.3742 hartree. The calculation puts the energy relative to the best compared isomer or geometry (same formula, charge and spin) at 25.3 kJ/mol. Its multiplicity is 5. The LUMO energy (spin up / spin down) comes out at -2.987 / -2.179 eV. As for the frontier orbital gap (spin up / spin down): 0.264 / 0.294 Ha. The charge is +1.


Molecular formula: C41H59Cl2N3O4SeV
Method: DFT, ωB97M-V/def2-TZVPD

```
111
Properties=species:S:1:pos:R:3:lowdin_charge:R:1
V 0.22 1.00 -1.60 0.62
C 0.40 2.06 6.25 -0.04
C -0.42 1.02 5.48 -0.56
C -0.27 -0.35 6.15 -0.04
C -1.89 1.42 5.53 -0.06
C 0.10 0.93 4.04 -0.16
C -0.70 1.16 2.93 -0.05
C -0.19 1.02 1.65 -0.34
Se -1.43 1.29 0.19 1.25
C -2.12 -0.49 0.04 -0.36
C -3.08 -0.94 0.93 -0.07
C -3.56 -2.24 0.83 -0.18
C -3.07 -3.00 -0.23 0.02
C -2.12 -2.57 -1.16 -0.08
C -1.56 -1.28 -0.98 -0.34
O -0.56 -0.82 -1.70 -0.25
C -1.75 -3.54 -2.29 -0.53
C -1.05 -4.77 -1.70 -0.05
C -3.04 -3.99 -3.01 -0.05
C -0.83 -2.96 -3.38 -0.06
C -4.58 -2.76 1.85 -0.56
C -3.96 -2.69 3.25 -0.05
C -5.84 -1.90 1.81 -0.05
C -4.97 -4.21 1.57 -0.07
C 1.14 0.66 1.44 -0.21
O 1.54 0.47 0.13 -0.09
C 1.98 0.41 2.53 -0.07
C 1.41 0.57 3.79 0.01
C 3.44 -0.10 2.51 -0.52
C 4.32 0.89 3.28 -0.04
C 3.48 -1.47 3.21 -0.04
C 4.05 -0.29 1.12 -0.06
H 0.04 2.13 7.28 0.09
H 1.46 1.80 6.28 0.08
H 0.31 3.05 5.80 0.09
H -0.65 -0.32 7.17 0.09
H -0.82 -1.12 5.60 0.09
H 0.78 -0.66 6.19 0.08
H -2.22 1.47 6.57 0.09
H -2.06 2.40 5.08 0.09
H -2.53 0.69 5.02 0.08
H -1.74 1.45 3.04 0.09
H -3.45 -0.27 1.69 0.10
H -3.45 -4.00 -0.35 0.09
H -1.70 -5.30 -0.99 0.08
H -0.77 -5.47 -2.49 0.08
H -0.15 -4.47 -1.16 0.09
H -3.73 -4.50 -2.34 0.07
H -3.55 -3.14 -3.45 0.09
H -2.79 -4.69 -3.81 0.08
H 0.17 -2.77 -3.00 0.07
H -0.76 -3.69 -4.19 0.08
H -1.22 -2.02 -3.78 0.09
H -3.70 -1.66 3.52 0.07
H -4.67 -3.07 4.00 0.08
H -3.05 -3.29 3.31 0.09
H -5.63 -0.85 2.05 0.08
H -6.31 -1.93 0.82 0.09
H -6.57 -2.26 2.54 0.08
H -4.11 -4.88 1.60 0.09
H -5.68 -4.55 2.33 0.08
H -5.46 -4.32 0.60 0.09
H 2.05 0.38 4.65 0.10
H 4.08 0.92 4.35 0.08
H 5.37 0.59 3.19 0.09
H 4.22 1.90 2.88 0.09
H 3.09 -1.43 4.22 0.08
H 2.90 -2.21 2.65 0.10
H 4.52 -1.83 3.26 0.09
H 4.14 0.65 0.57 0.07
H 5.06 -0.68 1.25 0.09
H 3.50 -1.00 0.52 0.09
N 3.14 1.88 -1.32 0.03
C 4.24 1.51 -2.24 -0.34
C 4.15 0.03 -2.59 -0.11
C 3.03 -0.33 -3.56 -0.35
N 1.74 -0.28 -2.88 0.04
C 3.06 0.57 -4.79 -0.11
C 3.14 2.06 -4.49 -0.36
N 1.88 2.56 -3.93 0.07
C 4.29 2.35 -3.52 -0.11
H 2.41 0.85 -0.10 0.04
H 2.29 1.96 -1.88 0.02
H 3.29 2.83 -0.98 0.11
H 5.18 1.64 -1.70 0.14
H 4.04 -0.55 -1.67 0.10
H 5.10 -0.27 -3.05 0.13
H 3.22 -1.35 -3.91 0.14
H 1.68 -1.02 -2.18 0.09
H 0.98 -0.50 -3.52 0.09
H 2.20 0.36 -5.44 0.13
H 3.95 0.30 -5.36 0.13
H 3.38 2.56 -5.44 0.13
H 1.09 2.28 -4.48 0.08
H 1.89 3.58 -3.90 0.09
H 4.32 3.41 -3.27 0.12
H 5.23 2.13 -4.04 0.12
Cl -2.73 7.08 -4.27 0.65
C -2.13 5.48 -3.92 -0.67
C -2.60 4.40 -4.69 -0.12
C -2.15 3.13 -4.43 -0.57
Cl -2.73 1.81 -5.39 0.71
C -1.23 2.84 -3.37 -0.39
O -0.88 1.64 -3.14 -0.16
C -0.75 3.98 -2.64 -0.13
C 0.26 3.88 -1.64 -0.17
O 0.83 2.84 -1.26 -0.19
C -1.23 5.28 -2.93 -0.07
H -3.31 4.56 -5.48 0.11
H 0.60 4.82 -1.19 0.14
H -0.86 6.12 -2.35 0.11
```

The HOMO energy (spin up / spin down) comes out at -0.2336 / -0.2621 hartree. Its multiplicity is 4. The LUMO energy (spin up / spin down) comes out at -0.157 / -0.286 eV. As for the frontier orbital gap (spin up / spin down): 0.228 / 0.252 Ha. The charge is 0.